Density functional theory data (the ωB97M-V functional and the def2-TZVPD basis) for C4H7LiO2Pb as an isolated structure at a distorted geometry.

```
15
Properties=species:S:1:pos:R:3:mulliken_spin:R:1
H -4.8876 1.9763 0.6224 0.000
C 0.8417 0.3374 -0.1182 0.035
C -0.4027 -0.4737 -0.0870 -0.010
C -1.6674 0.3646 0.1166 0.004
C -2.9188 -0.4617 0.1073 0.000
O -3.8988 -0.1929 -0.5788 0.000
O 1.9043 -0.0678 0.3346 -0.035
Pb 4.0537 0.5355 0.4720 0.998
Li -5.2098 1.1238 -0.9215 0.000
H 0.7969 1.3341 -0.5969 0.004
H -0.4375 -0.9557 -1.0821 0.005
H -0.2981 -1.2706 0.6604 -0.001
H -1.7566 1.1764 -0.6179 0.000
H -1.6473 0.8409 1.1125 0.000
H -2.8231 -1.4891 0.5156 0.000
```

Results
Electronic energy   -507.0974 hartree
Relative energy (zero: lowest compared OMol25 entry of this formula, charge and spin)   0.000 eV
Total charge   +1
E_HOMO (spin up / spin down)   -8.78 / -8.78 eV
Molar mass   301.2 g mol⁻¹
⟨S²⟩   0.75
Spin multiplicity   2

---

Density functional theory data (the ωB97M-V functional and the def2-TZVPD basis) for C7H8EuN2O5 as an isolated structure at a distorted geometry.

```
23
Properties=species:S:1:pos:R:3:mulliken_spin:R:1
Eu 0.0173 0.0434 -1.5389 6.995
O 0.1554 3.4526 0.5230 0.001
C 0.1148 2.4778 -0.1179 -0.002
C -0.1159 -2.4658 -0.2729 -0.002
O -0.1708 -3.4801 0.3092 0.001
C 2.4900 -0.1081 -0.2707 -0.002
O 3.4937 -0.1766 0.2875 0.001
C -2.4889 0.1307 -0.3411 -0.002
O -3.5129 0.1612 0.1951 0.001
C 0.0349 0.6972 -4.0542 0.006
H -0.8446 1.3202 -3.9523 0.000
H 0.9662 1.2372 -3.9324 0.000
C -0.0301 -0.6637 -4.1026 0.004
H 0.8424 -1.3216 -4.0562 0.000
H -0.9638 -1.2309 -4.0764 -0.001
N 1.1689 0.0431 3.3875 0.000
C 0.0022 -0.0266 2.6631 0.000
N -1.1640 -0.0821 3.3961 0.000
O -0.0016 0.0094 1.4229 0.000
H 1.0705 0.0624 4.3998 0.000
H 2.0278 0.1351 2.8641 0.000
H -2.0310 -0.1274 2.8682 0.000
H -1.0605 -0.0875 4.3992 0.000
```

Results
Electronic energy   -1466.9993 hartree
Total charge   +2
E_HOMO (spin up / spin down)   -16.60 / -16.60 eV
Molar mass   352.1 g mol⁻¹
⟨S²⟩   15.76
Spin multiplicity   8

---

Density functional theory data (the ωB97M-V functional and the def2-TZVPD basis) for one molecule with the formula C6H10N2O at a distorted geometry.

```
19
Properties=species:S:1:pos:R:3:nbo_charge:R:1
O -0.8268 -2.8787 -0.0419 -0.367
N -0.9205 -1.9713 -0.8956 0.243
N -1.0022 -0.6457 -0.4345 -0.263
C -0.2954 -0.5089 0.8765 -0.095
C -0.5980 0.9247 1.2299 -0.409
C -0.7464 1.4641 -0.2066 -0.401
C -0.2133 0.4218 -1.1335 -0.060
C 1.2733 -0.0289 -0.9076 -0.455
C 1.1944 -0.7493 0.4412 -0.430
H -0.6743 -1.3338 1.4532 0.247
H -1.4116 1.0469 1.7454 0.212
H 0.1744 1.4958 1.7901 0.207
H -1.7678 1.5556 -0.5762 0.221
H -0.2718 2.4552 -0.3836 0.207
H -0.4937 0.6308 -2.1479 0.224
H 1.4215 -0.6461 -1.8976 0.244
H 1.9013 0.9155 -0.6079 0.230
H 1.9114 -0.3209 1.2579 0.212
H 1.3453 -1.8269 0.4385 0.232
```

Results
Structure (SMILES)   O=NN1[C@H]2CC[C@@H]1CC2
Electronic energy   -419.2315 hartree
Relative energy (zero: lowest compared OMol25 entry of this formula, charge and spin)   4.217 eV
E_HOMO   -9.22 eV
Molar mass   126.2 g mol⁻¹
Spin multiplicity   1

---

Density functional theory data (the ωB97M-V functional and the def2-TZVPD basis) for one molecule with the formula C24H26N6O2S at a distorted geometry.

```
59
Properties=species:S:1:pos:R:3:nbo_charge:R:1
H 0.0436 1.7218 1.6872 0.356
N 0.0952 2.2351 0.8131 -0.709
C -0.6560 1.8151 -0.1118 0.458
C -0.7043 2.4290 -1.4076 -0.269
C -0.0484 3.4944 -1.9985 0.238
C 0.9666 4.4220 -1.4527 -0.669
N -0.5228 3.5489 -3.2610 -0.319
N -1.4325 2.6051 -3.5446 -0.294
C -1.5571 1.9150 -2.4236 0.307
N -2.3563 0.8276 -2.2366 -0.547
C -2.2943 0.2888 -1.0708 0.350
S -3.2552 -1.1792 -0.8102 0.278
C -2.9992 -1.9926 -2.4340 -0.600
C -1.5103 -2.3004 -2.4491 0.666
O -1.0486 -3.2667 -1.8860 -0.600
N -0.7760 -1.3339 -3.0697 -0.632
C 0.5169 -0.9159 -2.7237 0.214
C 1.2799 -1.5502 -1.7489 -0.270
C 2.4691 -0.9822 -1.3337 -0.202
C 2.9310 0.2109 -1.8750 -0.025
C 4.1597 0.8743 -1.3243 -0.415
C 3.8347 1.5541 0.0082 -0.595
C 2.1909 0.8010 -2.8906 -0.199
C 1.0015 0.2458 -3.3183 -0.262
N -1.5404 0.7070 -0.0177 -0.476
C -1.5428 -0.0489 1.1901 0.077
C -0.4485 -0.8418 1.5002 -0.127
C -0.4342 -1.5832 2.6677 -0.317
C -1.5208 -1.5347 3.5376 0.328
O -1.6144 -2.2154 4.7029 -0.494
C -0.5613 -3.0808 5.0862 -0.064
C -0.9527 -3.7236 6.4072 -0.617
C -2.6164 -0.7269 3.2173 -0.240
C -2.6287 0.0120 2.0563 -0.197
H 1.9175 4.2997 -1.9709 0.224
H 0.6467 5.4573 -1.5640 0.225
H 1.1010 4.1935 -0.3991 0.272
H -0.2728 4.2137 -3.9766 0.410
H -3.3371 -1.3219 -3.2197 0.246
H -3.5928 -2.9029 -2.3900 0.255
H -1.2966 -0.6338 -3.5861 0.420
H 0.9280 -2.4697 -1.3101 0.252
H 3.0457 -1.4730 -0.5624 0.207
H 4.9483 0.1342 -1.1696 0.207
H 4.5272 1.6191 -2.0329 0.202
H 3.5575 0.8130 0.7539 0.202
H 4.6960 2.1078 0.3749 0.204
H 2.9977 2.2389 -0.1079 0.216
H 2.5432 1.7153 -3.3470 0.206
H 0.4249 0.7245 -4.0969 0.221
H 0.3894 -0.8828 0.8191 0.228
H 0.4250 -2.1979 2.8818 0.225
H -0.4101 -3.8514 4.3183 0.176
H 0.3706 -2.5103 5.2033 0.172
H -1.8764 -4.2828 6.2874 0.216
H -1.1075 -2.9571 7.1615 0.215
H -0.1672 -4.3971 6.7376 0.215
H -3.4496 -0.7003 3.9007 0.228
H -3.4767 0.6324 1.8091 0.228
```

Results
Structure (SMILES)   [H]/N=c1/c2c(C)[nH]nc2nc(SCC(=O)Nc2ccc(CC)cc2)n1-c1ccc(OCC)cc1
Electronic energy   -1807.3974 hartree
Relative energy (zero: lowest compared OMol25 entry of this formula, charge and spin)   0.166 eV
E_HOMO   -7.92 eV
Molar mass   462.6 g mol⁻¹
Spin multiplicity   1

---

Density functional theory data (the ωB97M-V functional and the def2-TZVPD basis) for C2H4N2OS2 as an isolated structure at a distorted geometry.

```
11
Properties=species:S:1:pos:R:3:nbo_charge:R:1
C 0.1884 0.4370 0.2423 0.310
C -1.3004 0.3984 0.1407 0.356
H 1.3528 1.9962 0.0373 0.389
H -0.2372 2.4250 -0.4388 0.415
H 3.1418 -1.4297 1.1996 0.161
H -0.7565 -1.9192 -0.6513 0.176
N 0.4441 1.7219 -0.3467 -0.834
N 0.9004 -0.5605 0.3203 -0.596
O -2.0920 1.2777 0.2451 -0.524
S 2.5449 -0.3251 -0.1185 0.137
S -1.8889 -1.2022 -0.1454 0.009
```

Results
Electronic energy   -1059.6311 hartree
Relative energy (zero: lowest compared OMol25 entry of this formula, charge and spin)   3.053 eV
E_HOMO   -9.23 eV
Molar mass   136.2 g mol⁻¹
Spin multiplicity   1

---

Density functional theory data (the ωB97M-V functional and the def2-TZVPD basis) for C18H33NO12PbS as an isolated structure at a distorted geometry.

```
66
Properties=species:S:1:pos:R:3:nbo_charge:R:1
Pb -0.5922 -1.0713 0.5963 1.533
C -1.8297 0.1538 3.7439 -0.238
O -2.0784 -0.8290 2.7188 -0.942
H -2.5910 0.3320 4.5034 0.110
H -0.9422 -0.0756 4.3337 0.102
H -1.5860 1.1107 3.2824 0.098
C 1.9326 1.4941 1.8081 -0.600
C 2.8072 0.2154 2.0172 0.133
C 2.8242 -0.0900 3.5372 -0.414
C 3.3363 -1.4289 3.9716 -0.400
C 2.7200 -2.5313 3.0999 -0.414
C 2.6797 -2.3156 1.5467 0.149
N 2.2004 -0.9213 1.2593 -0.241
O 1.9216 -0.7031 -0.0860 -0.828
C 1.6236 -3.3893 1.0796 -0.631
C 4.0687 -2.5890 0.9973 -0.650
C 4.3243 0.6880 1.7082 -0.662
H 0.8848 1.4077 2.0957 0.229
H 2.1452 1.9601 0.8460 0.209
H 2.1980 2.2998 2.4925 0.177
H 1.8437 0.0383 3.9958 0.215
H 3.2656 0.7151 4.1246 0.188
H 3.1871 -1.4837 5.0500 0.196
H 4.4262 -1.4327 3.9828 0.170
H 1.7009 -2.7609 3.4111 0.222
H 3.2399 -3.4709 3.2865 0.185
H 0.6712 -3.1530 1.5542 0.230
H 1.7935 -4.4634 1.1541 0.210
H 1.4448 -3.2062 0.0200 0.240
H 4.4073 -3.6019 1.2150 0.184
H 4.8474 -1.8640 1.2345 0.198
H 3.9062 -2.6563 -0.0784 0.223
H 5.0546 0.0882 2.2514 0.192
H 4.3834 1.7613 1.8893 0.192
H 4.5956 0.7564 0.6547 0.211
S -2.8027 -3.3263 0.2726 2.628
O -3.3114 -1.9856 0.4277 -1.104
O -3.5432 -4.1241 -0.6975 -1.093
O -1.3739 -3.2959 0.0935 -1.143
O -3.1297 -3.7623 1.5863 -1.115
C -2.7972 4.3262 -3.2257 -0.618
C -1.5485 3.6095 -2.6191 0.068
C -1.1609 4.4652 -1.3752 -0.092
O -0.7145 3.3881 -0.4972 -0.461
C -1.3384 2.3132 -0.7660 1.002
O -1.2019 1.1943 -0.2231 -0.582
O -1.9908 2.4898 -1.9801 -0.517
H -2.3907 5.1469 -3.8168 0.201
H -3.4121 4.7195 -2.4162 0.216
H -3.2149 3.6248 -3.9480 0.221
H -0.7411 3.2916 -3.2787 0.201
H -2.0752 4.9582 -1.0450 0.176
H -0.4039 5.2493 -1.3829 0.206
C -2.8057 0.0498 -5.8220 -0.635
C -2.8106 0.4836 -4.3803 0.068
C -3.8988 -0.1695 -3.4899 -0.084
O -3.1087 -1.0000 -2.6688 -0.422
C -1.8966 -0.7126 -2.6575 1.002
O -1.0624 -1.1057 -1.9333 -0.571
O -1.6428 0.1286 -3.6861 -0.514
H -3.6979 0.1955 -6.4310 0.209
H -2.6798 -1.0325 -5.8516 0.224
H -2.0122 0.5825 -6.3462 0.210
H -2.9909 1.5553 -4.2959 0.160
H -4.6434 -0.7733 -4.0086 0.191
H -4.4140 0.5329 -2.8347 0.195
```

Results
Electronic energy   -2254.1499 hartree
Total charge   -2
E_HOMO   0.36 eV
Molar mass   694.7 g mol⁻¹
Spin multiplicity   1

---

Density functional theory data (the ωB97M-V functional and the def2-TZVPD basis) for one molecule with the formula C5H8N2 at a distorted geometry.

```
15
Properties=species:S:1:pos:R:3:nbo_charge:R:1
C 1.0186 0.0070 1.3911 -0.605
C 0.1083 -0.5183 0.2621 -0.060
C -1.3680 0.0722 0.3766 -0.245
N -2.0056 0.0366 -0.9420 -0.425
C -1.1926 0.5099 -1.7626 0.308
C 0.1343 0.6444 -1.9075 -0.209
N 0.7880 -0.2514 -1.0310 -0.587
H 2.0494 -0.3145 1.2002 0.217
H 1.0215 1.1044 1.4257 0.209
H 0.7105 -0.3771 2.3689 0.208
H 0.0146 -1.6002 0.3742 0.187
H -1.3210 1.0574 0.8456 0.199
H -1.9184 -0.6194 1.0172 0.206
H 0.6865 1.3621 -2.4981 0.217
H 1.2131 -1.0827 -1.4194 0.379
```

Results
Structure (SMILES)   C[C@H]1CN=C=CN1
Electronic energy   -304.7218 hartree
Relative energy (zero: lowest compared OMol25 entry of this formula, charge and spin)   3.094 eV
E_HOMO (spin up / spin down)   -8.18 / -8.18 eV
Molar mass   96.1 g mol⁻¹
Spin multiplicity   1

---

Density functional theory data (the ωB97M-V functional and the def2-TZVPD basis) for one molecule with the formula C21H21F3N4O4S at a distorted geometry.

```
54
Properties=species:S:1:pos:R:3:nbo_charge:R:1
C 4.7556 4.7911 0.6481 -0.639
C 3.3552 4.5474 0.0960 -0.064
O 3.2925 3.4029 -0.7371 -0.487
C 3.3213 2.1640 -0.1976 0.330
C 3.2428 1.8635 1.1619 -0.280
C 3.2616 0.5476 1.5784 -0.143
C 3.3369 -0.4978 0.6627 -0.218
C 3.4169 -1.8828 1.1777 0.677
O 3.9998 -2.1821 2.1943 -0.563
N 2.8127 -2.8791 0.4199 -0.668
C 1.9648 -2.7862 -0.6654 0.292
S 2.1632 -3.8297 -1.9272 -0.195
N 1.0004 -1.8390 -0.6340 -0.431
C 0.1772 -1.5906 -1.7945 -0.239
C -1.1904 -2.2425 -1.5871 -0.223
N -1.8132 -1.7305 -0.3871 -0.416
C -3.0268 -1.1251 -0.3789 0.233
C -3.4463 -0.3326 -1.4700 -0.256
C -4.5970 0.4100 -1.4236 -0.150
C -5.3984 0.4051 -0.2769 -0.139
C -6.6217 1.2722 -0.2437 0.969
F -7.4014 1.0492 0.8182 -0.318
F -6.3050 2.5830 -0.2184 -0.327
F -7.3920 1.1033 -1.3333 -0.325
C -5.0569 -0.4015 0.7869 -0.169
C -3.9109 -1.1898 0.7256 0.001
N -3.7773 -2.1758 1.7595 0.514
O -3.2271 -3.2229 1.4723 -0.386
O -4.2680 -1.9324 2.8419 -0.378
C -1.0047 -1.9332 0.7890 -0.205
C 0.4005 -1.3294 0.5748 -0.227
C 3.4363 -0.1964 -0.6959 -0.146
C 3.4258 1.1129 -1.1166 -0.271
H 5.0756 3.9666 1.2807 0.214
H 5.4627 4.8883 -0.1718 0.218
H 4.7637 5.7074 1.2315 0.219
H 3.0653 5.3715 -0.5613 0.198
H 2.6193 4.4775 0.9060 0.171
H 3.1739 2.6427 1.9039 0.215
H 3.2167 0.3131 2.6313 0.232
H 3.1861 -3.8068 0.5899 0.438
H 0.6671 -2.0110 -2.6733 0.257
H 0.0722 -0.5071 -1.9115 0.201
H -1.8335 -2.0913 -2.4507 0.221
H -1.0401 -3.3219 -1.4582 0.217
H -2.8257 -0.2715 -2.3489 0.221
H -4.8814 1.0219 -2.2657 0.233
H -5.6837 -0.4700 1.6640 0.263
H -1.4445 -1.4246 1.6473 0.216
H -0.9223 -3.0027 1.0186 0.216
H 1.0111 -1.5709 1.4429 0.230
H 0.3218 -0.2395 0.4920 0.209
H 3.5574 -0.9845 -1.4236 0.229
H 3.5115 1.3600 -2.1628 0.230
```

Results
Structure (SMILES)   CCOc1ccc(C(=O)NC(=S)N2CCN(c3ccc(C(F)(F)F)cc3[N+](=O)[O-])CC2)cc1
Electronic energy   -2030.5506 hartree
E_HOMO   -8.51 eV
Molar mass   482.5 g mol⁻¹
Spin multiplicity   1